{
  "formula": "C49H77NO7P2S",
  "method": "ωB97M-V/def2-TZVPD",
  "fmax_ev_per_a": 8.15,
  "homo_ha": -0.3285,
  "multiplicity": 1,
  "e_tot_ev": -97291.1787,
  "smiles": "CCN[C@]1(CCCCCOC)OS(=O)(=O)C[C@@]([PH2]=O)(P(C)CC)[C@]1(CCCCCOC)CCOCC.c1ccccc1.c1ccccc1.c1ccccc1.c1ccccc1",
  "elements": ["C", "C", "N", "C", "C", "C", "C", "C", "C", "O", "C", "O", "S", "O", "O", "C", "C", "P", "O", "P", "C", "C", "C", "C", "C", "C", "C", "C", "C", "O", "C", "C", "C", "O", "C", "C", "H", "H", "H", "H", "H", "H", "H", "H", "H", "H", "H", "H", "H", "H", "H", "H", "H", "H", "H", "H", "H", "H", "H", "H", "H", "H", "H", "H", "H", "H", "H", "H", "H", "H", "H", "H", "H", "H", "H", "H", "H", "H", "H", "H", "H", "H", "H", "H", "H", "H", "H", "H", "H", "C", "C", "C", "C", "C", "C", "H", "H", "H", "H", "H", "H", "C", "C", "C", "C", "C", "C", "H", "H", "H", "H", "H", "H", "C", "C", "C", "C", "C", "C", "H", "H", "H", "H", "H", "H", "C", "C", "C", "C", "C", "C", "H", "H", "H", "H", "H", "H"],
  "xyz": [[0.81, 1.11, 1.89], [1.29, 1.95, 0.63], [0.23, 1.84, -0.37], [0.56, 2.37, -1.71], [1.22, 1.11, -2.48], [2.67, 1.37, -3.04], [3.83, 1.12, -2.01], [5.21, 1.27, -2.78], [5.47, 2.79, -3.16], [6.73, 3.25, -2.66], [7.61, 3.57, -3.72], [1.67, 3.25, -1.55], [1.45, 4.84, -1.33], [2.32, 5.54, -2.34], [1.93, 5.31, 0.00], [-0.24, 5.45, -1.63], [-1.28, 4.22, -1.74], [-1.79, 4.00, 0.08], [-0.76, 4.61, 1.05], [-2.83, 5.09, -2.42], [-4.37, 3.99, -2.18], [-2.83, 5.32, -4.29], [-1.90, 6.50, -4.79], [-0.72, 2.95, -2.49], [-0.12, 3.37, -3.92], [-0.68, 2.74, -5.23], [-0.01, 1.43, -5.79], [1.51, 1.56, -6.18], [2.08, 0.12, -6.36], [3.52, 0.06, -6.34], [3.86, -1.22, -5.78], [-1.79, 1.85, -2.77], [-2.57, 1.17, -1.61], [-3.56, 0.32, -2.26], [-3.03, -0.98, -2.47], [-3.31, -1.99, -1.28], [0.05, 1.66, 2.48], [0.40, 0.12, 1.54], [1.70, 0.85, 2.52], [2.28, 1.51, 0.34], [1.47, 2.98, 1.02], [-0.14, 0.90, -0.38], [0.60, 0.73, -3.31], [1.35, 0.24, -1.78], [2.83, 2.35, -3.53], [2.83, 0.60, -3.84], [3.77, 0.13, -1.50], [3.83, 1.96, -1.26], [6.02, 0.98, -2.06], [5.24, 0.65, -3.70], [4.67, 3.45, -2.74], [5.47, 2.90, -4.27], [7.23, 4.41, -4.37], [7.77, 2.69, -4.41], [8.62, 3.86, -3.34], [-0.23, 5.99, -2.61], [-0.59, 6.21, -0.89], [-3.03, 4.66, 0.37], [-1.93, 2.65, 0.48], [-5.22, 4.72, -2.28], [-4.45, 3.59, -1.14], [-4.51, 3.24, -2.99], [-2.75, 4.39, -4.89], [-3.87, 5.70, -4.50], [-0.95, 6.12, -5.25], [-1.67, 7.22, -3.96], [-2.43, 7.03, -5.61], [-0.25, 4.48, -4.06], [0.99, 3.28, -3.96], [-0.48, 3.49, -6.05], [-1.77, 2.57, -5.32], [-0.54, 1.24, -6.76], [-0.25, 0.50, -5.19], [1.52, 2.03, -7.20], [2.11, 2.23, -5.53], [1.73, -0.49, -5.48], [1.64, -0.40, -7.26], [3.81, -1.19, -4.66], [4.89, -1.53, -6.10], [3.16, -2.01, -6.14], [-1.43, 1.00, -3.40], [-2.58, 2.34, -3.40], [-2.00, 0.48, -0.95], [-3.18, 1.83, -0.96], [-3.48, -1.43, -3.40], [-1.92, -0.95, -2.68], [-2.37, -2.54, -1.05], [-3.61, -1.37, -0.40], [-4.10, -2.72, -1.55], [3.58, -5.01, -7.55], [3.53, -6.32, -7.09], [4.71, -7.02, -6.88], [5.94, -6.43, -7.13], [5.99, -5.12, -7.60], [4.81, -4.41, -7.81], [2.67, -4.45, -7.71], [2.57, -6.78, -6.90], [4.67, -8.04, -6.52], [6.85, -6.98, -6.96], [6.95, -4.65, -7.80], [4.85, -3.39, -8.18], [-0.12, 0.57, 6.09], [-0.33, -0.71, 6.57], [0.75, -1.53, 6.87], [2.05, -1.06, 6.69], [2.26, 0.23, 6.20], [1.17, 1.04, 5.90], [-0.97, 1.21, 5.86], [-1.34, -1.08, 6.71], [0.59, -2.53, 7.25], [2.90, -1.69, 6.93], [3.27, 0.59, 6.05], [1.33, 2.05, 5.52], [-4.66, -1.58, 9.54], [-4.87, -2.87, 10.02], [-3.79, -3.68, 10.32], [-2.49, -3.21, 10.14], [-2.28, -1.92, 9.65], [-3.37, -1.11, 9.35], [-5.51, -0.94, 9.31], [-5.88, -3.23, 10.16], [-3.95, -4.68, 10.70], [-1.65, -3.84, 10.37], [-1.28, -1.56, 9.50], [-3.21, -0.11, 8.97], [-6.18, -7.07, 10.98], [-6.63, -8.37, 10.72], [-6.63, -9.32, 11.73], [-6.18, -8.98, 13.00], [-5.72, -7.69, 13.26], [-5.73, -6.74, 12.25], [-6.19, -6.33, 10.19], [-6.97, -8.63, 9.72], [-6.98, -10.32, 11.52], [-6.18, -9.72, 13.79], [-5.37, -7.43, 14.25], [-5.38, -5.73, 12.45]]
}